Here is a cluster of 2 separate species, C3H11N2O2S in total from OMol25. Energies are from ωB97M-V/def2-TZVPD.

```
19
Properties=species:S:1:pos:R:3
N 0.98 0.52 -0.79
C -0.39 0.37 -0.20
C -0.45 -0.63 0.94
S -0.44 0.19 2.56
C -1.26 0.07 -1.42
N -2.55 -0.22 -1.16
O -0.81 0.12 -2.55
H 0.90 0.14 -1.74
H 1.14 1.52 -0.91
H 1.72 0.18 -0.15
H -0.61 1.35 0.21
H -1.15 -1.46 0.83
H 0.42 -1.29 0.87
H -1.74 0.52 2.54
H -3.11 -0.65 -1.88
H -2.96 -0.12 -0.25
H 3.39 -0.96 1.28
H 3.84 0.42 0.76
O 3.07 -0.08 1.04
```

- charge = +1
- strongest force on any atom (eV/A) = 1.55
- E (Eh) = -778.86653
- E_HOMO (Ha) = -0.4851
- LUMO level (Ha) = -0.117
- multiplicity = 1
- gap between HOMO and LUMO (eV) = 10.03



Here is an isolated molecule of C5H7NO from OMol25. Energies are from ωB97M-V/def2-TZVPD.

```
14
Properties=species:S:1:pos:R:3
C 1.88 -0.84 -1.11
C 0.51 -1.14 -0.56
C -0.65 1.71 1.01
C -1.74 0.96 1.20
N -1.55 -0.27 0.54
C -0.27 -0.19 -0.05
O 0.21 1.09 0.13
H 2.65 -1.49 -0.66
H 2.18 0.19 -0.93
H 1.90 -1.00 -2.19
H 0.12 -2.15 -0.59
H -0.28 2.61 1.47
H -2.65 1.21 1.72
H -2.31 -0.69 0.03
```

- structure (SMILES) = C/C=C1/NC=CO1
- strongest force on any atom (eV/A) = 0.39
- E (Eh) = -324.66352
- E_HOMO (Ha) = -0.2648
- LUMO level (Ha) = 0.037
- multiplicity = 1
- gap between HOMO and LUMO (eV) = 8.21



Here is an isolated molecule of C18H16N2O2 from OMol25. Energies are from ωB97M-V/def2-TZVPD.

```
38
Properties=species:S:1:pos:R:3
C 0.38 2.39 3.34
N 1.13 2.41 2.10
C 1.43 1.25 1.47
O 1.25 0.16 1.97
C 2.07 1.43 0.13
C 3.17 2.27 -0.03
C 3.82 2.35 -1.25
C 3.38 1.59 -2.32
C 2.28 0.76 -2.17
C 1.62 0.67 -0.95
C 0.42 -0.16 -0.79
C 0.41 -1.47 -1.15
N -0.65 -2.29 -1.01
C -1.82 -1.82 -0.45
C -2.93 -2.65 -0.26
C -4.09 -2.15 0.31
C -4.17 -0.82 0.70
C -3.08 0.00 0.52
C -1.90 -0.47 -0.05
C -0.77 0.45 -0.21
O -0.84 1.63 0.11
H -3.10 1.04 0.82
H -5.07 -0.44 1.15
H -4.93 -2.80 0.44
H -2.90 -3.68 -0.55
C -0.54 -3.68 -1.41
H -1.28 -3.92 -2.17
H 0.45 -3.85 -1.82
H -0.68 -4.34 -0.55
H 1.30 -1.92 -1.57
H 1.92 0.18 -3.01
H 3.88 1.65 -3.27
H 4.67 3.00 -1.36
H 3.52 2.84 0.82
H 1.07 3.24 1.53
H 1.05 2.13 4.16
H -0.06 3.37 3.52
H -0.40 1.64 3.28
```

- structure (SMILES) = CNC(=O)c1ccccc1-c1cn(C)c2ccccc2c1=O
- strongest force on any atom (eV/A) = 0.57
- E (Eh) = -955.55379
- E_HOMO (Ha) = -0.2906
- LUMO level (Ha) = 0.019
- multiplicity = 1
- gap between HOMO and LUMO (eV) = 8.42



Here is a cluster of 2 separate species, C5H14NS in total from OMol25. Energies are from ωB97M-V/def2-TZVPD.

```
21
Properties=species:S:1:pos:R:3
C 0.13 2.21 2.91
C -0.34 1.58 1.63
C -1.10 2.08 0.66
N 0.30 0.24 1.32
H -0.64 2.91 3.23
H 0.28 1.48 3.70
H 1.06 2.73 2.68
H -1.19 1.62 -0.31
H -1.63 3.00 0.87
H 0.60 -0.25 2.15
H 1.10 0.33 0.68
H -0.40 -0.31 0.83
C -0.52 -0.85 -1.75
S -0.17 -1.69 -3.36
C 0.89 -3.03 -2.78
H 0.27 -0.12 -1.61
H -0.50 -1.61 -0.97
H -1.48 -0.35 -1.81
H 1.34 -3.41 -3.70
H 1.66 -2.70 -2.09
H 0.37 -3.85 -2.28
```

- charge = +1
- strongest force on any atom (eV/A) = 0.90
- E (Eh) = -651.55417
- E_HOMO (Ha) = -0.4243
- LUMO level (Ha) = -0.134
- multiplicity = 1
- gap between HOMO and LUMO (eV) = 7.89



Here is a cluster of 3 separate species, C28H39NO7S3 in total from OMol25. Energies are from ωB97M-V/def2-TZVPD.

```
78
Properties=species:S:1:pos:R:3
O -1.87 -2.58 5.48
S -1.47 -1.69 4.37
O -2.24 -2.11 3.20
C -1.91 0.02 4.89
C -0.72 1.07 4.88
C -0.76 2.13 3.71
C -2.17 2.77 3.40
C -2.70 2.39 1.93
S -2.47 0.62 1.52
C -2.73 0.33 -0.26
S -3.97 -0.69 -0.68
N -1.93 0.89 -1.33
C -1.10 2.00 -0.90
C -1.48 3.33 -1.42
C -0.72 4.54 -1.12
C 0.48 4.46 -0.28
C 0.86 3.14 0.25
C 0.09 1.93 -0.06
C -1.20 -0.13 -2.09
C -1.62 -0.31 -3.49
C -0.94 -1.26 -4.36
C 0.18 -2.07 -3.89
C 0.57 -1.90 -2.48
C -0.11 -0.95 -1.60
C 0.73 0.38 4.80
C 0.75 -1.11 5.27
O 0.16 -1.90 4.18
H -2.24 -0.07 5.96
H -2.81 0.31 4.31
H -0.75 1.64 5.85
H -0.24 1.71 2.80
H -0.10 2.98 4.04
H -2.98 2.43 4.12
H -2.15 3.88 3.47
H -2.18 3.10 1.22
H -3.79 2.68 1.87
H -2.38 3.43 -2.07
H -1.07 5.50 -1.57
H 1.05 5.39 -0.09
H 1.79 3.13 0.87
H 0.43 0.96 0.36
H -2.46 0.31 -3.89
H -1.28 -1.34 -5.42
H 0.70 -2.77 -4.57
H 1.43 -2.51 -2.12
H 0.24 -0.87 -0.54
H 1.45 1.04 5.35
H 1.10 0.38 3.73
H 0.19 -1.25 6.24
H 1.81 -1.47 5.34
O 3.95 0.20 5.39
C 4.98 -0.40 5.18
O 4.92 -1.68 4.78
C 6.05 -2.44 4.33
C 6.81 -3.05 5.49
C 6.32 0.23 5.44
H 6.69 -1.83 3.68
H 5.65 -3.24 3.70
H 7.21 -2.28 6.15
H 7.63 -3.67 5.13
H 6.14 -3.67 6.09
H 6.56 0.13 6.50
H 6.26 1.29 5.19
H 7.12 -0.19 4.84
O -1.60 -2.80 -7.42
C -2.24 -2.38 -8.35
O -1.97 -1.16 -8.85
C -2.53 -0.65 -10.07
C -3.89 -0.03 -9.82
C -3.39 -3.17 -8.91
H -2.56 -1.42 -10.84
H -1.84 0.12 -10.42
H -4.61 -0.76 -9.45
H -4.29 0.41 -10.74
H -3.82 0.75 -9.06
H -4.28 -2.98 -8.31
H -3.14 -4.23 -8.86
H -3.60 -2.96 -9.96
```

- structure (SMILES) = O=S1(=O)C[C@H](CCCSC(=S)N(c2ccccc2)c2ccccc2)CCO1.CCOC(C)=O.CCOC(C)=O
- strongest force on any atom (eV/A) = 5.69
- E (Eh) = -2866.16057
- E_HOMO (Ha) = -0.2869
- LUMO level (Ha) = 0.002
- multiplicity = 1
- gap between HOMO and LUMO (eV) = 7.86



Here is a structure of composition C4H6O2 from OMol25. Energies are from ωB97M-V/def2-TZVPD.

```
12
Properties=species:S:1:pos:R:3
O -2.16 0.42 0.19
C -1.04 -0.26 0.01
C 0.03 0.05 -0.98
C 1.25 -0.37 -0.19
C 1.13 0.03 1.09
O -0.07 0.48 1.43
H -1.87 1.34 0.28
H -1.24 -1.35 0.07
H -0.06 -0.52 -1.91
H 0.02 1.13 -1.21
H 2.07 -0.93 -0.60
H 1.94 -0.03 1.81
```

- strongest force on any atom (eV/A) = 2.05
- E (Eh) = -306.41232
- E_HOMO (Ha) = -0.3018
- LUMO level (Ha) = 0.033
- multiplicity = 1
- gap between HOMO and LUMO (eV) = 9.10



Here is an isolated molecule of C8H13FN2O2 from OMol25. Energies are from ωB97M-V/def2-TZVPD.

```
26
Properties=species:S:1:pos:R:3
C -3.32 1.50 0.45
C -2.11 2.28 0.63
C -1.27 1.81 1.99
C -1.40 0.47 2.55
C -2.37 -0.62 0.74
C 3.27 -1.46 -1.47
C -0.21 -1.34 -0.24
C 0.90 -0.82 -1.12
N -3.37 0.23 0.65
N -1.67 3.28 0.04
O -1.30 -0.42 -0.12
O 1.97 -1.83 -1.16
F -0.19 -0.23 2.57
H -4.16 1.93 0.03
H -0.29 1.85 1.60
H -1.40 2.59 2.68
H -2.16 0.18 3.29
H -2.77 -1.68 1.03
H 3.87 -2.19 -1.10
H 3.62 -0.52 -0.81
H 3.37 -1.35 -2.51
H 0.25 -1.63 0.85
H -0.62 -2.23 -0.68
H 1.29 0.15 -0.64
H 0.47 -0.66 -2.16
H -0.79 3.77 0.44
```

- strongest force on any atom (eV/A) = 4.62
- E (Eh) = -672.26016
- E_HOMO (alpha / beta) (Ha) = -0.2726 / -0.2795
- LUMO level (alpha / beta) (Ha) = -0.006 / -0.012
- multiplicity = 1
- gap between HOMO and LUMO (alpha / beta) (eV) = 7.26 / 7.29



Here is a structure of composition C28H31GeI2MoN5O from OMol25. Energies are from ωB97M-V/def2-TZVPD.

```
69
Properties=species:S:1:pos:R:3
Mo -0.28 -0.34 1.23
I 2.15 5.26 5.39
C 1.48 4.02 3.87
C 0.43 4.41 3.07
C -0.05 3.58 2.06
I -1.63 4.20 0.88
C 0.55 2.34 1.86
O 0.10 1.48 0.90
C 1.62 1.94 2.67
C 2.25 0.59 2.46
N 1.27 -0.54 2.70
C 0.75 -0.54 4.10
C -0.47 0.33 4.20
C -0.82 0.99 5.36
C -1.99 1.75 5.37
C -2.76 1.81 4.22
C -2.34 1.12 3.10
N -1.22 0.39 3.09
C 2.08 2.78 3.67
H -0.04 5.38 3.22
H 3.09 0.46 3.15
H 2.62 0.47 1.44
H 1.79 -1.41 2.57
H 1.53 -0.21 4.79
H 0.49 -1.58 4.36
H -0.20 0.92 6.24
H -2.28 2.28 6.26
H -3.67 2.39 4.18
H -2.90 1.16 2.17
H 2.91 2.48 4.30
C 2.08 -2.69 -1.65
C 1.34 -2.25 -0.57
N 0.99 -0.96 -0.44
C 1.34 -0.08 -1.39
C 2.06 -0.45 -2.53
C 2.45 -1.79 -2.63
C 2.42 0.57 -3.52
C 2.46 0.39 -4.84
C 2.05 -0.82 -5.57
C 0.77 -1.35 -5.48
C 0.52 -2.50 -6.22
N 1.45 -3.07 -6.97
C 2.63 -2.48 -7.00
N 2.98 -1.38 -6.35
H 2.37 -3.73 -1.71
H 1.02 -2.93 0.21
H 1.04 0.95 -1.23
H 3.06 -2.11 -3.46
H 2.71 1.54 -3.12
H 2.85 1.20 -5.46
H -0.01 -0.88 -4.89
H -0.46 -2.97 -6.22
H 3.39 -2.93 -7.63
C -2.78 0.90 -1.10
Ge -2.79 -1.04 -0.84
C -1.74 -1.95 -2.21
C -4.58 -1.78 -0.73
C -1.99 -1.35 1.01
H -3.02 1.12 -2.14
H -1.83 1.38 -0.88
H -3.54 1.37 -0.47
H -2.36 -2.03 -3.10
H -1.46 -2.96 -1.92
H -0.84 -1.40 -2.49
H -5.10 -1.60 -1.67
H -5.16 -1.31 0.07
H -4.55 -2.85 -0.56
H -1.43 -2.32 1.07
H -2.80 -1.37 1.74
```

- charge = +2
- strongest force on any atom (eV/A) = 0.32
- E (Eh) = -4174.57607
- E_HOMO (alpha / beta) (Ha) = -0.4944 / -0.4957
- LUMO level (alpha / beta) (Ha) = -0.256 / -0.256
- expectation value of S² = 2.021
- multiplicity = 3
- gap between HOMO and LUMO (alpha / beta) (eV) = 6.48 / 6.53



Here is a cluster of 6 separate species, C22H26F5N2O15S in total from OMol25. Energies are from ωB97M-V/def2-TZVPD.

```
71
Properties=species:S:1:pos:R:3
N -1.01 1.54 -1.41
C -1.51 1.15 -2.72
C -1.79 -0.37 -2.92
C -0.75 -1.33 -2.32
C -1.24 -2.41 -1.64
N -0.42 -3.33 -1.09
C 0.91 -3.22 -1.16
C 1.50 -2.18 -1.81
C 0.66 -1.23 -2.42
S 1.37 0.10 -3.32
H -0.23 0.98 -1.08
H -1.73 1.64 -0.71
H -2.46 1.67 -2.89
H -0.83 1.50 -3.51
H -1.92 -0.66 -3.97
H -2.74 -0.59 -2.41
H -2.30 -2.59 -1.51
H -0.81 -4.12 -0.59
H 1.59 -3.95 -0.69
H 2.58 -2.06 -1.88
H 2.60 -0.30 -3.76
C 2.17 -8.03 1.80
C 0.93 -7.28 1.38
O 1.32 -5.92 1.54
C 2.67 -5.89 1.35
O 3.30 -4.90 1.14
O 3.20 -7.13 1.41
F -0.11 -7.54 2.20
H 2.21 -8.19 2.88
H 2.27 -8.99 1.30
H 0.63 -7.45 0.35
C -4.21 5.61 -3.63
C -4.45 5.30 -2.18
O -5.64 4.52 -2.22
C -5.64 3.89 -3.43
O -6.33 2.96 -3.70
O -4.74 4.45 -4.28
F -4.69 6.42 -1.46
H -4.76 6.49 -3.97
H -3.15 5.74 -3.86
H -3.66 4.72 -1.70
C -0.88 -1.77 3.03
C -1.58 -1.44 1.74
O -1.90 -0.07 1.89
C -0.94 0.46 2.71
O -0.74 1.62 2.85
O -0.25 -0.52 3.35
F -2.73 -2.15 1.60
H -1.57 -2.04 3.82
H -0.14 -2.56 2.92
H -0.96 -1.56 0.84
C 2.12 5.57 -1.38
C 2.52 4.31 -2.11
O 1.27 3.71 -2.41
C 0.38 4.74 -2.52
O -0.70 4.62 -3.02
O 0.87 5.88 -2.00
F 3.23 3.47 -1.31
H 1.97 5.39 -0.31
H 2.84 6.38 -1.51
H 3.07 4.49 -3.04
C 3.16 0.59 4.46
C 2.36 -0.31 5.36
O 3.24 -0.53 6.44
C 4.03 0.59 6.53
O 4.69 0.87 7.47
O 3.94 1.33 5.39
F 2.10 -1.51 4.75
H 3.82 0.03 3.79
H 2.54 1.25 3.86
H 1.43 0.13 5.72
```

- charge = +1
- strongest force on any atom (eV/A) = 2.12
- E (Eh) = -2989.37560
- E_HOMO (Ha) = -0.4466
- LUMO level (Ha) = -0.165
- multiplicity = 1
- gap between HOMO and LUMO (eV) = 7.67



Here is a structure of composition C7CuF6NO9S2 from OMol25. Energies are from ωB97M-V/def2-TZVPD.

```
26
Properties=species:S:1:pos:R:3
Cu 0.59 -0.01 0.22
F -3.11 0.06 3.08
C -2.16 -0.36 3.92
F -2.34 0.24 5.09
F -2.29 -1.67 4.09
S -0.48 0.00 3.25
O -0.51 -0.62 1.94
O 0.40 -0.54 4.23
N -0.44 1.57 3.25
S -0.38 2.54 2.02
O -0.30 1.89 0.73
O 0.51 3.63 2.28
C -2.05 3.31 2.00
F -2.98 2.43 1.65
F -2.35 3.80 3.21
F -2.06 4.31 1.12
O 5.17 -1.82 -3.53
C 4.30 -1.46 -2.78
C 2.80 -1.54 -3.04
O 2.28 -1.98 -4.03
C 2.14 -0.98 -1.83
C 3.15 -0.55 -0.85
O 2.85 -0.05 0.23
C 4.52 -0.83 -1.40
O 5.58 -0.62 -0.88
O 0.93 -0.85 -1.61
```

- charge = -1
- strongest force on any atom (eV/A) = 0.17
- E (Eh) = -4034.80715
- E_HOMO (alpha / beta) (Ha) = -0.2136 / -0.2341
- LUMO level (alpha / beta) (Ha) = 0.073 / 0.003
- expectation value of S² = 0.768
- multiplicity = 2
- gap between HOMO and LUMO (alpha / beta) (eV) = 7.79 / 6.46



Here is a cluster of 2 separate species, Cl4H2Si2 in total from OMol25. Energies are from ωB97M-V/def2-TZVPD.

```
8
Properties=species:S:1:pos:R:3
Si 1.38 -1.53 0.10
Si -2.26 -0.83 -0.19
Cl 1.96 -2.01 -1.77
Cl 1.66 -3.12 1.32
Cl -3.22 -1.92 -1.58
Cl -3.04 -1.20 1.64
H 2.15 -0.39 0.58
H -2.39 0.58 -0.50
```

- strongest force on any atom (eV/A) = 1.95
- E (Eh) = -2421.04746
- E_HOMO (alpha / beta) (Ha) = -0.3037 / -0.3032
- LUMO level (alpha / beta) (Ha) = -0.048 / -0.049
- multiplicity = 1
- gap between HOMO and LUMO (alpha / beta) (eV) = 6.96 / 6.93



Here is a cluster of 2 separate species, C4H12 in total from OMol25. Energies are from ωB97M-V/def2-TZVPD.

```
16
Properties=species:S:1:pos:R:3
C 0.88 -2.08 0.64
C 1.71 -1.39 -0.45
H 1.32 -3.03 0.96
H 0.61 -1.46 1.50
H -0.04 -2.35 0.12
H 1.05 -0.87 -1.13
H 2.08 -2.22 -1.07
H 2.59 -0.78 -0.25
C -0.70 1.28 -0.06
C -1.85 2.31 -0.01
H 0.11 1.44 0.65
H -1.14 0.32 0.21
H -0.32 1.15 -1.07
H -2.39 2.11 -0.93
H -1.45 3.32 -0.03
H -2.45 2.26 0.89
```

- structure (SMILES) = CC.CC
- strongest force on any atom (eV/A) = 1.40
- E (Eh) = -159.57200
- E_HOMO (Ha) = -0.4294
- LUMO level (Ha) = 0.042
- multiplicity = 1
- gap between HOMO and LUMO (eV) = 12.83



Here is a structure of composition C5H11O4Tb from OMol25. Energies are from ωB97M-V/def2-TZVPD.

```
21
Properties=species:S:1:pos:R:3
O -0.13 0.25 -2.40
C 0.41 1.30 -1.92
C 0.32 1.68 -0.58
O -0.24 0.72 0.26
C 0.66 0.07 1.14
C 0.18 -1.34 1.37
O 0.07 -1.98 0.11
C -0.14 -3.37 0.19
Tb -1.72 -0.75 -1.31
H 0.92 2.01 -2.60
H -0.72 3.47 -0.31
H 0.71 0.60 2.10
H 1.66 0.05 0.69
H -0.81 -1.35 1.87
H 0.90 -1.88 2.01
H -0.39 -3.73 -0.81
H 0.78 -3.87 0.55
H -0.97 -3.60 0.88
H 1.09 2.33 -0.15
O -1.24 4.48 -0.12
H -1.35 4.92 -0.96
```

- strongest force on any atom (eV/A) = 4.81
- E (Eh) = -1322.37172
- E_HOMO (alpha / beta) (Ha) = -0.3041 / -0.1658
- LUMO level (alpha / beta) (Ha) = 0.010 / 0.017
- expectation value of S² = 12.684
- multiplicity = 7
- gap between HOMO and LUMO (alpha / beta) (eV) = 8.54 / 4.97



Here is a structure of composition Cl4IMnO16 from OMol25. Energies are from ωB97M-V/def2-TZVPD.

```
22
Properties=species:S:1:pos:R:3
Mn -0.50 0.19 0.22
I -3.25 -0.68 0.54
Cl -0.92 0.50 -3.34
O -0.20 1.31 -4.26
O -0.40 0.77 -1.98
O -2.34 0.74 -3.29
O -0.73 -0.87 -3.71
Cl 0.95 -3.13 -0.91
O 0.04 -4.22 -0.68
O 1.34 -3.08 -2.30
O 0.21 -1.92 -0.53
O 2.13 -3.15 -0.11
Cl -1.77 2.91 1.98
O -1.35 4.27 2.22
O -1.13 2.42 0.76
O -1.45 2.06 3.07
O -3.20 2.95 1.79
Cl 2.51 -0.25 2.13
O 2.91 -0.13 0.75
O 3.28 0.79 2.79
O 1.08 0.04 2.19
O 2.79 -1.54 2.67
```

- charge = -3
- strongest force on any atom (eV/A) = 3.13
- E (Eh) = -4492.38892
- E_HOMO (alpha / beta) (Ha) = -0.0076 / -0.0079
- LUMO level (alpha / beta) (Ha) = 0.246 / 0.246
- expectation value of S² = 8.753
- multiplicity = 6
- gap between HOMO and LUMO (alpha / beta) (eV) = 6.90 / 6.90



Here is an isolated molecule of C6H15NO from OMol25. Energies are from ωB97M-V/def2-TZVPD.

```
23
Properties=species:S:1:pos:R:3
C 0.43 -1.01 -2.49
O -0.08 -0.66 -3.77
C 0.97 0.19 -1.73
C 1.20 -0.06 -0.23
C 0.41 0.96 0.61
C 0.12 0.49 2.05
C -1.04 -0.51 2.05
N -2.34 0.11 2.35
H 1.18 -1.77 -2.58
H -0.37 -1.49 -1.93
H -0.01 0.29 -3.91
H 0.45 1.12 -1.93
H 1.97 0.33 -2.17
H 0.83 -1.06 0.02
H 2.25 0.00 -0.05
H -0.55 1.07 0.11
H 0.93 1.93 0.57
H -0.17 1.36 2.63
H 0.97 -0.09 2.42
H -1.06 -1.02 1.09
H -0.83 -1.26 2.82
H -3.02 0.01 1.61
H -2.23 1.10 2.48
```

- structure (SMILES) = NCCCCCCO
- strongest force on any atom (eV/A) = 1.70
- E (Eh) = -367.57121
- E_HOMO (Ha) = -0.3399
- LUMO level (Ha) = 0.035
- multiplicity = 1
- gap between HOMO and LUMO (eV) = 10.20